The following is a DFT calculation (ωB97M-V with the def2-TZVPD basis set) of a 10-piece molecular cluster, C55H118F12N6O11S overall in a non-equilibrium geometry.

The charge is +2. Its orbital gap is 7.569 eV. The spin multiplicity is 1.

Last column: Löwdin charge in e.
CARTESIAN COORDINATES (ANGSTROEM)
C: 19.1911 19.6562 15.0651  0.053
N: 20.1375 19.5228 13.8136  -0.256
C: 19.1311 19.4953 12.6284  0.010
C: 20.9392 20.8502 13.7704  0.058
C: 20.9875 18.3982 13.6419  -0.176
C: 21.6107 17.8412 14.8862  -0.218
O: 20.6946 17.0567 15.5648  -0.094
H: 19.7146 20.1051 15.8941  0.077
H: 18.7124 18.6621 15.1401  0.093
H: 18.5294 20.3989 14.7291  0.046
H: 18.5317 18.6029 12.7680  0.080
H: 19.5966 19.4937 11.6569  0.106
H: 18.4921 20.3926 12.7751  0.067
H: 20.2712 21.6606 13.6917  0.080
H: 21.5823 20.8004 12.9453  0.085
H: 21.5750 20.8490 14.6603  0.104
H: 21.7853 18.5683 12.9298  0.149
H: 20.4965 17.5840 13.2069  0.096
H: 21.9304 18.6866 15.5584  0.137
H: 22.3837 17.2156 14.5800  0.110
H: 19.8860 16.8558 15.0213  0.056
C: 20.0405 16.8274 18.7056  0.025
N: 19.2067 15.6303 18.3135  -0.311
C: 20.0023 14.5749 17.6470  0.009
C: 18.5454 15.1139 19.5563  0.019
C: 18.1256 16.0372 17.2745  -0.068
C: 17.6702 17.5051 17.4264  -0.233
O: 17.0180 17.6140 18.6785  -0.085
H: 20.8160 16.4332 19.3126  0.097
H: 19.3736 17.4397 19.4065  0.111
H: 20.4081 17.3609 17.8662  0.076
H: 21.0126 14.5047 18.0061  0.106
H: 20.0922 14.9173 16.6161  0.085
H: 19.4190 13.6249 17.6127  0.125
H: 17.8764 14.2741 19.3522  0.115
H: 18.1467 15.9334 20.0999  0.086
H: 19.3489 14.6546 20.1007  0.102
H: 17.2377 15.4000 17.4241  0.134
H: 18.5038 15.9064 16.2790  0.073
H: 17.0174 17.6706 16.5520  0.119
H: 18.5370 18.2104 17.3772  0.099
H: 17.4129 18.2678 19.2816  -0.002
C: 22.3439 21.4655 19.8716  -0.085
C: 21.2322 22.3667 19.3522  -0.224
C: 20.1799 21.5170 18.6997  -0.145
N: 18.8799 22.2247 18.5948  -0.269
C: 19.0122 23.4180 17.6927  0.022
C: 18.2814 22.5996 19.8845  -0.108
C: 16.8103 22.7293 19.5536  -0.126
C: 16.5027 21.6169 18.5530  -0.116
C: 17.8570 21.3076 17.9747  -0.123
H: 21.9877 21.0569 20.8203  0.069
H: 23.3017 22.0467 20.0927  0.104
H: 22.6352 20.6336 19.2410  0.070
H: 21.5399 23.0628 18.6183  0.090
H: 20.7461 22.9086 20.2314  0.138
H: 19.8730 20.5470 19.2090  0.145
H: 20.4412 21.3158 17.6751  0.114
H: 19.2811 23.1315 16.6480  0.115
H: 19.7080 24.1433 18.1615  0.114
H: 17.9962 23.9409 17.5785  0.118
H: 18.7811 23.4680 20.2505  0.129
H: 18.3967 21.7581 20.5087  0.099
H: 16.6980 23.6901 19.0128  0.106
H: 16.1521 22.8184 20.4394  0.110
H: 15.8168 22.0193 17.8206  0.096
H: 16.1688 20.6703 19.0135  0.128
H: 17.9916 21.4653 16.8880  0.105
H: 18.1446 20.2543 18.2113  0.108
C: 8.8337 15.0481 17.6123  -0.092
C: 9.1359 15.6375 16.2431  -0.240
C: 8.1706 15.3843 15.1057  -0.132
N: 8.2960 16.2476 13.8852  -0.278
C: 9.5737 16.0851 13.1612  0.043
C: 8.0109 17.6592 14.2273  -0.130
C: 7.3714 18.3705 13.0292  -0.112
C: 6.9613 17.2108 12.0697  -0.098
C: 7.2003 15.9096 12.9050  -0.073
H: 8.6753 14.0145 17.7895  0.064
H: 7.9077 15.4547 18.0142  0.074
H: 9.6352 15.3742 18.3296  0.100
H: 10.1587 15.3691 15.9052  0.122
H: 9.3046 16.7094 16.4345  0.105
H: 7.1026 15.5960 15.4190  0.147
H: 8.1990 14.3116 14.7941  0.160
H: 10.3842 16.3572 13.7596  0.097
H: 9.5718 16.5507 12.2093  0.074
H: 9.6970 15.0490 12.9994  0.106
H: 8.8166 18.1833 14.7754  0.135
H: 7.1450 17.6714 14.9997  0.155
H: 8.0637 19.0995 12.6173  0.091
H: 6.4600 18.8190 13.4340  0.109
H: 7.5578 17.1150 11.1979  0.083
H: 5.9591 17.1677 11.6346  0.126
H: 7.5774 15.0933 12.2560  0.156
H: 6.3327 15.6924 13.4364  0.109
C: 14.3671 23.3844 10.3526  -0.095
C: 15.4485 22.2947 10.3898  -0.224
C: 14.8995 21.0015 9.7973  -0.120
N: 15.5612 19.7490 10.2322  -0.251
C: 17.0324 19.8565 10.0934  0.027
C: 15.2412 19.2176 11.6087  -0.073
C: 15.6326 17.7402 11.5177  -0.139
C: 15.2723 17.3437 10.1146  -0.122
C: 15.0756 18.6529 9.3523  -0.104
H: 14.6838 24.3689 10.6805  0.068
H: 13.5850 23.0977 11.0670  0.070
H: 13.8518 23.4799 9.3578  0.099
H: 15.8333 22.1028 11.4016  0.082
H: 16.2549 22.7548 9.7832  0.121
H: 14.8631 20.9877 8.6945  0.160
H: 13.9441 20.9672 10.2024  0.097
H: 17.3150 20.7022 10.7862  0.105
H: 17.3935 20.1143 9.0740  0.139
H: 17.4959 19.0387 10.5333  0.065
H: 15.8088 19.7791 12.3674  0.094
H: 14.1523 19.3530 11.8028  0.140
H: 16.6080 17.4986 11.8116  0.059
H: 14.9956 17.2172 12.2445  0.132
H: 16.0200 16.6884 9.6542  0.119
H: 14.4298 16.6859 9.9449  0.117
H: 15.4877 18.6883 8.4147  0.109
H: 14.0160 18.9230 9.2460  0.110
C: 11.4574 21.8437 18.4799  -0.103
C: 10.5258 21.4613 17.3656  -0.206
C: 9.6337 22.6118 16.7477  -0.131
N: 8.2693 22.6558 17.1986  -0.311
C: 8.1640 22.6283 18.6978  0.026
C: 7.4769 21.5187 16.5974  -0.088
C: 7.1719 21.9880 15.1572  -0.137
C: 7.2956 23.5288 15.0510  -0.097
C: 7.5820 23.9119 16.5456  -0.011
H: 12.2413 21.1160 18.6962  0.090
H: 10.9565 22.0782 19.4227  0.073
H: 11.9473 22.7383 18.1661  0.070
H: 9.9380 20.5793 17.6611  0.105
H: 11.2160 21.1631 16.5732  0.116
H: 9.5753 22.5788 15.6590  0.133
H: 10.1286 23.5661 16.9820  0.147
H: 8.4674 21.6757 19.1570  0.117
H: 7.1286 22.8361 18.9847  0.110
H: 8.8012 23.4382 19.0938  0.123
H: 6.5193 21.4953 17.1440  0.144
H: 8.0997 20.6094 16.5543  0.129
H: 6.2102 21.6472 14.8163  0.113
H: 7.9539 21.5351 14.4939  0.125
H: 6.3713 23.9882 14.7743  0.114
H: 7.9954 23.8304 14.3521  0.091
H: 6.6081 23.7944 17.0432  0.137
H: 8.1804 24.7071 16.8887  0.122
C: 17.9217 19.2812 21.4621  -0.383
O: 17.4097 20.6380 21.9112  -0.136
O: 18.1509 19.3701 20.1748  -0.170
C: 19.1541 19.0397 22.3931  -0.499
F: 20.3231 19.2748 21.7410  0.112
F: 19.2268 19.8254 23.4857  0.134
F: 19.0778 17.7275 22.7985  0.098
C: 16.4550 20.5396 22.9141  -0.305
C: 15.7375 21.8473 23.2102  -0.060
H: 15.2398 22.2485 22.3101  0.070
H: 14.9897 21.7304 23.9660  0.068
H: 16.4019 22.5010 23.6907  0.059
H: 16.9205 20.1353 23.8260  0.123
H: 15.6539 19.8609 22.6392  0.111
H: 17.1917 18.5101 21.8328  0.158
C: 16.0287 21.6749 14.1691  -0.486
O: 16.7062 22.5838 15.0003  -0.094
O: 16.8544 21.0435 13.3589  -0.221
C: 15.2525 20.6782 15.0780  -0.576
F: 16.1687 19.8871 15.7420  0.110
F: 14.4768 21.3141 15.9443  0.138
F: 14.4792 19.8653 14.4314  0.186
C: 16.8771 23.8779 14.5869  -0.295
C: 17.8836 24.0260 13.4586  -0.053
H: 18.8506 23.8107 13.8441  0.052
H: 17.5821 23.3726 12.6839  0.047
H: 17.7823 25.0895 13.1968  0.092
H: 17.3024 24.5243 15.4305  0.125
H: 15.9559 24.3406 14.2906  0.108
H: 15.2178 22.1810 13.5305  0.165
C: 18.0614 15.5693 13.3344  -0.440
O: 17.9365 14.4003 14.3510  -0.136
O: 18.4580 16.6746 13.8976  -0.147
C: 18.8941 15.0953 12.1902  -0.568
F: 18.6979 16.0697 11.2180  0.082
F: 20.1939 15.1653 12.4588  0.151
F: 18.6718 13.8729 11.7216  0.174
C: 16.6622 13.6866 14.3742  -0.254
C: 16.4872 12.9306 15.6852  -0.084
H: 17.4261 12.4781 15.9999  0.076
H: 16.0353 13.5012 16.4346  0.035
H: 15.8094 12.0940 15.6372  0.069
H: 16.6845 12.9546 13.5307  0.121
H: 15.7858 14.3449 14.2813  0.111
H: 17.0378 15.5739 12.8300  0.142
C: 9.9835 20.5329 10.1353  -0.591
F: 10.8240 21.5950 9.9437  0.085
F: 8.9863 21.0056 10.9258  0.083
F: 9.4287 20.2614 8.9213  0.108
S: 10.8007 19.0720 10.9365  0.420
O: 12.0657 18.8306 10.3030  -0.294
O: 10.8393 19.5095 12.2949  -0.323
O: 9.8365 18.0401 10.6790  -0.318


The following is a DFT calculation (ωB97M-V with the def2-TZVPD basis set) of a 10-piece molecular cluster, C55H125N5O10 overall in a non-equilibrium geometry.

The charge is 0. Its orbital gap is 8.263 eV. The spin multiplicity is 1. The SMILES is CC1(C)CCCC(C)(C)N1O.CC1(C)CCCC(C)(C)N1O.CC1(C)CCCC(C)(C)N1O.CC1(C)CCCC(C)(C)N1O.CC1(C)CCCC(C)(C)N1O.CCO.CCO.CCO.CCO.CCO.

Last column: Löwdin charge in e.
CARTESIAN COORDINATES (ANGSTROEM)
C: 7.8116 7.7947 16.6140  -0.036
C: 7.4146 9.1412 15.9473  -0.472
C: 5.8390 9.1794 15.9983  -0.033
C: 7.9830 10.2862 16.7889  -0.129
C: 7.9695 11.6817 16.0856  -0.144
C: 8.5319 11.4993 14.6759  -0.152
C: 7.9131 10.4482 13.7802  -0.490
C: 6.6017 10.8898 13.0930  -0.007
C: 9.0466 10.1489 12.7642  -0.045
N: 7.7855 9.1752 14.5069  -0.108
O: 7.3733 8.0812 13.6634  0.001
H: 7.2237 7.0089 16.1397  0.074
H: 8.8616 7.6461 16.3618  0.087
H: 7.5460 7.6382 17.6595  0.086
H: 5.4422 8.5341 15.2145  0.065
H: 5.4349 8.7832 16.9299  0.079
H: 5.3500 10.1534 15.9795  0.056
H: 7.3836 10.3670 17.6956  0.108
H: 8.9443 9.9262 17.1555  0.113
H: 6.9067 11.9235 16.0758  0.092
H: 8.5344 12.4311 16.6400  0.111
H: 9.6165 11.4123 14.7405  0.121
H: 8.3925 12.4696 14.1994  0.122
H: 5.9808 11.5225 13.7272  0.052
H: 5.8700 10.1749 12.7167  0.079
H: 6.7663 11.4973 12.2030  0.085
H: 9.4525 11.0544 12.3132  0.079
H: 8.6230 9.4814 12.0139  0.080
H: 9.9839 9.7729 13.1745  0.087
H: 6.4350 8.2578 13.5632  0.062
C: 4.0779 14.5424 8.7324  -0.054
C: 4.2568 16.0020 8.3414  -0.470
C: 3.7874 16.1584 6.8755  -0.031
C: 3.2281 16.8586 9.2274  -0.117
C: 3.7096 17.1343 10.6180  -0.204
C: 5.1826 17.3357 10.7759  -0.144
C: 6.0425 17.4116 9.5005  -0.489
C: 5.8704 18.8394 8.9389  -0.024
C: 7.4683 17.2633 9.9417  -0.054
N: 5.6717 16.3171 8.5750  -0.156
O: 6.5319 15.8160 7.6568  0.024
H: 4.7891 14.1953 9.4820  0.084
H: 3.0683 14.1501 8.8542  0.084
H: 4.4466 13.9020 7.9312  0.069
H: 2.7146 16.1373 6.6839  0.085
H: 4.0415 17.1977 6.6674  0.080
H: 4.3729 15.4674 6.2690  0.077
H: 2.9843 17.7388 8.6326  0.106
H: 2.3327 16.2642 9.4096  0.105
H: 3.1315 17.9192 11.1057  0.112
H: 3.4693 16.2598 11.2227  0.067
H: 5.5597 16.6839 11.5640  0.116
H: 5.2577 18.2998 11.2790  0.116
H: 6.1701 18.8820 7.8918  0.089
H: 6.2957 19.6458 9.5363  0.082
H: 4.8448 19.1773 9.0874  0.071
H: 7.5864 16.2120 10.2044  0.083
H: 7.7064 17.7784 10.8723  0.089
H: 8.3026 17.4428 9.2636  0.087
H: 6.5864 14.9235 8.0062  0.103
C: -0.2593 20.5994 12.7017  -0.019
C: -0.7218 19.3935 13.5418  -0.492
C: -0.8494 18.1724 12.6190  -0.046
C: 0.3633 19.1180 14.6009  -0.152
C: 0.3650 19.9961 15.8232  -0.168
C: -1.0320 19.8992 16.4830  -0.134
C: -2.1278 20.3692 15.5129  -0.468
C: -3.4247 19.9694 16.1663  -0.048
C: -2.0224 21.9346 15.2964  -0.014
N: -2.0214 19.6255 14.2171  -0.099
O: -3.1686 19.7633 13.3612  -0.009
H: -0.0101 21.4233 13.3704  0.074
H: 0.6503 20.2273 12.2304  0.073
H: -0.9070 20.7590 11.8395  0.087
H: -1.5444 18.2169 11.7805  0.077
H: 0.0408 17.8430 12.0832  0.071
H: -1.1396 17.2527 13.1269  0.060
H: 0.1872 18.0634 14.8125  0.104
H: 1.3313 19.0966 14.1003  0.120
H: 1.0667 19.6851 16.5972  0.112
H: 0.6967 20.9920 15.5294  0.099
H: -1.1301 20.1589 17.5371  0.126
H: -1.0827 18.8197 16.6252  0.105
H: -3.7752 20.7186 16.8763  0.081
H: -3.2532 19.1522 16.8669  0.073
H: -4.3539 19.7776 15.6297  0.083
H: -2.6184 22.2017 14.4237  0.083
H: -1.0395 22.4052 15.3197  0.065
H: -2.4845 22.4206 16.1556  0.069
H: -3.5524 18.9114 13.5814  0.088
C: -5.3867 9.4133 16.8756  -0.047
C: -4.5830 10.2714 17.8621  -0.435
C: -4.4757 11.6810 17.2458  -0.026
C: -5.3993 10.2444 19.2889  -0.138
C: -4.6389 10.6063 20.4989  -0.187
C: -3.2173 9.9017 20.4293  -0.123
C: -2.3924 10.0115 19.1529  -0.476
C: -1.7032 11.3680 19.0215  -0.038
C: -1.1895 8.9849 19.3170  -0.036
N: -3.2339 9.6046 18.0092  -0.135
O: -2.5693 9.4671 16.8092  -0.007
H: -6.4269 9.7363 16.8345  0.090
H: -4.8934 9.6517 15.9333  0.075
H: -5.1902 8.3775 17.1523  0.087
H: -4.0866 12.3238 18.0354  0.052
H: -3.9162 11.6807 16.3103  0.085
H: -5.4618 12.0824 17.0124  0.088
H: -6.3442 10.7871 19.3151  0.113
H: -5.8638 9.2658 19.4096  0.107
H: -4.4383 11.6759 20.4362  0.097
H: -5.1386 10.5245 21.4642  0.114
H: -3.4524 8.8754 20.7115  0.116
H: -2.6555 10.2661 21.2893  0.115
H: -2.4090 12.1598 19.2724  0.048
H: -1.2755 11.5157 18.0299  0.084
H: -0.9433 11.5590 19.7793  0.089
H: -0.7246 8.9631 20.3026  0.083
H: -0.3820 9.1228 18.5978  0.061
H: -1.4179 7.9660 19.0044  0.070
H: -2.6766 8.5156 16.7401  0.105
C: 2.2797 14.5196 17.0930  -0.047
C: 2.3388 13.2872 16.1747  -0.462
C: 3.0373 12.2449 17.0469  -0.035
C: 0.8371 12.7616 15.9778  -0.054
C: 0.1049 13.5479 14.7380  -0.132
C: 0.9681 13.7725 13.5110  -0.174
C: 2.3730 14.2315 13.7841  -0.432
C: 3.1149 13.7959 12.4158  -0.033
C: 2.4025 15.8191 13.8083  -0.016
N: 3.0270 13.5304 14.9007  -0.099
O: 4.4064 13.6553 14.9257  -0.002
H: 1.6974 15.3155 16.6287  0.064
H: 1.7428 14.4031 18.0345  0.081
H: 3.2465 14.9718 17.3145  0.086
H: 2.3807 11.7358 17.7524  0.096
H: 3.3614 11.4061 16.4308  0.073
H: 3.8751 12.7072 17.5689  0.055
H: 0.9253 11.6928 15.7829  0.096
H: 0.2350 13.0596 16.8362  0.086
H: -0.9238 13.2243 14.5790  0.100
H: 0.0652 14.5596 15.1417  0.086
H: 0.4038 14.5627 13.0158  0.109
H: 0.9441 12.8589 12.9170  0.118
H: 3.0732 12.7272 12.2053  0.083
H: 4.1168 14.2226 12.3697  0.069
H: 2.5658 14.2099 11.5701  0.063
H: 1.8583 16.3194 13.0072  0.064
H: 3.4497 16.0906 13.9411  0.082
H: 1.9941 16.2278 14.7326  0.051
H: 4.7573 13.0230 14.2944  0.064
C: -3.3244 15.4034 15.8566  -0.053
C: -3.4940 15.1971 14.2860  -0.332
O: -3.5349 13.8381 14.0372  -0.073
H: -2.3738 14.8764 15.9388  0.053
H: -4.0902 15.1238 16.5802  0.065
H: -3.2462 16.4612 16.1074  0.056
H: -2.6285 15.7698 13.9527  0.079
H: -4.3807 15.6637 13.8569  0.107
H: -3.5120 13.8014 13.0782  0.034
C: 5.6137 12.2639 20.0684  -0.069
C: 5.6136 13.8321 19.7663  -0.290
O: 4.2344 14.0634 19.8889  -0.093
H: 5.3454 11.8590 19.0926  0.042
H: 4.9057 11.9797 20.8469  0.071
H: 6.6040 11.9398 20.3884  0.058
H: 6.2042 14.1157 18.8952  0.105
H: 6.1597 14.4081 20.5133  0.097
H: 3.8407 14.0567 19.0134  0.022
C: -0.7759 16.1385 20.0386  -0.062
C: -1.2764 14.9602 19.2103  -0.389
O: -2.6037 14.9678 18.9272  -0.048
H: 0.2888 16.1718 20.2699  0.077
H: -1.3616 16.1744 20.9571  0.075
H: -1.0724 16.9847 19.4189  0.067
H: -1.0273 14.0640 19.7784  0.097
H: -0.6636 14.9444 18.3090  0.093
H: -2.7849 14.1110 18.5340  0.050
C: -1.3744 15.1026 9.7477  -0.091
C: -2.6566 15.0274 10.5160  -0.262
O: -2.8725 13.7940 11.2994  -0.099
H: -1.5019 16.0455 9.2158  0.077
H: -1.1856 14.4743 8.8772  0.081
H: -0.5612 15.2354 10.4612  0.065
H: -3.4391 15.1176 9.7625  0.109
H: -2.7848 15.8567 11.2116  0.104
H: -2.8328 12.9874 10.7803  0.091
C: 1.6682 8.1807 15.5939  -0.058
C: 0.5658 7.0249 15.7972  -0.327
O: 1.1005 5.7846 15.6177  -0.062
H: 1.1961 9.0962 15.2372  0.053
H: 2.5300 7.8973 14.9897  0.059
H: 2.1260 8.3058 16.5751  0.053
H: -0.1459 7.1957 14.9895  0.101
H: 0.1311 7.0906 16.7947  0.098
H: 1.0058 5.2788 16.4281  0.090